(1)
C33H77N2O2P | ωB97M-V/def2-TZVPD

Positions of all 115 atoms, in Å:
O (20.0457, -3.7199, -14.5492)
H (20.7477, -4.2948, -14.1869)
C (18.0794, -5.7461, -22.0912)
C (18.6282, -4.6082, -21.2132)
C (19.9044, -5.0907, -20.5568)
C (20.3458, -3.9000, -19.5596)
P (22.1513, -3.9600, -19.1900)
C (22.7284, -2.3522, -18.3680)
C (24.2532, -2.0235, -18.3797)
C (24.4245, -0.6874, -17.5699)
C (25.9141, -0.3159, -17.5103)
C (23.2362, -4.1177, -20.7156)
C (23.0887, -3.0851, -21.8296)
C (24.4073, -3.0509, -22.6658)
C (24.7018, -4.3848, -23.3224)
C (22.4982, -5.3928, -18.3074)
C (23.2961, -6.4734, -19.1022)
C (23.4300, -7.8213, -18.3446)
C (22.1298, -8.6022, -18.1492)
H (18.8145, -6.2704, -22.7018)
H (17.1872, -5.5331, -22.6800)
H (17.7088, -6.4551, -21.3509)
H (17.9442, -4.2797, -20.4308)
H (18.7577, -3.7201, -21.8317)
H (20.6559, -5.3709, -21.2950)
H (19.8421, -6.0285, -20.0047)
H (19.7079, -3.8986, -18.6758)
H (20.1737, -2.9247, -20.0149)
H (22.2563, -2.2720, -17.3888)
H (22.1409, -1.6558, -18.9664)
H (24.5060, -2.0624, -19.4393)
H (24.7922, -2.8443, -17.9065)
H (24.0264, -0.6872, -16.5552)
H (23.8187, 0.1189, -17.9834)
H (26.0688, 0.6161, -16.9666)
H (26.4412, -0.2634, -18.4629)
H (26.5814, -0.9770, -16.9574)
H (22.9737, -5.0540, -21.2080)
H (24.2568, -4.2916, -20.3748)
H (23.1210, -2.0513, -21.4856)
H (22.1875, -2.8324, -22.3881)
H (25.2147, -2.7886, -21.9821)
H (24.4270, -2.2679, -23.4239)
H (24.7976, -5.2122, -22.6193)
H (25.7189, -4.3308, -23.7106)
H (24.0778, -4.8422, -24.0902)
H (21.5154, -5.7407, -17.9894)
H (23.0211, -4.8721, -17.5052)
H (24.3345, -6.2144, -19.3093)
H (22.8471, -6.5910, -20.0884)
H (24.0853, -7.6993, -17.4821)
H (24.0210, -8.5194, -18.9374)
H (21.4384, -8.8762, -18.9461)
H (21.5883, -8.0313, -17.3949)
H (22.3344, -9.5956, -17.7500)
C (20.0315, -3.7998, -5.6731)
C (21.0123, -3.8693, -6.8802)
N (20.4489, -3.2509, -8.2092)
C (19.2073, -4.0722, -8.7203)
C (19.8797, -1.8257, -8.0099)
C (20.8865, -0.9216, -7.3971)
C (21.4946, -3.3102, -9.3349)
C (21.9615, -4.7204, -9.9136)
O (22.7329, -5.5080, -8.9769)
C (22.7978, -6.9088, -9.0575)
H (19.1488, -4.3980, -5.8991)
H (19.6754, -2.7987, -5.4298)
H (20.4513, -4.2401, -4.7687)
H (21.0463, -4.9322, -7.1191)
H (22.0152, -3.6059, -6.5441)
H (19.2012, -4.0106, -9.8086)
H (18.3572, -3.7280, -8.1313)
H (19.2424, -5.1315, -8.4658)
H (18.9243, -1.8245, -7.4851)
H (19.6033, -1.4338, -8.9888)
H (20.5236, 0.1033, -7.3203)
H (21.8016, -0.8399, -7.9837)
H (21.1929, -1.1781, -6.3830)
H (22.3977, -2.9955, -8.8120)
H (21.1854, -2.5470, -10.0491)
H (22.4036, -4.6749, -10.9088)
H (21.0391, -5.2865, -10.0435)
H (23.3326, -7.3007, -8.1923)
H (23.3158, -7.2006, -9.9710)
H (21.8538, -7.4431, -8.9497)
C (20.1427, 4.0330, -13.1272)
C (19.6072, 2.6154, -13.5018)
C (18.1769, 2.7446, -13.9247)
C (17.6930, 1.4493, -14.5654)
N (16.1295, 1.2350, -14.3894)
C (15.5149, 1.4215, -12.9618)
C (15.0376, 0.0399, -12.4668)
C (14.6162, -0.6026, -13.7436)
C (15.8188, -0.2387, -14.6897)
C (15.3366, 2.1676, -15.4280)
H (20.1127, 4.3422, -12.0824)
H (19.5798, 4.7808, -13.6857)
H (21.1937, 4.2002, -13.3627)
H (19.6873, 1.9789, -12.6205)
H (19.9387, 2.2261, -14.4644)
H (18.1493, 3.5054, -14.7048)
H (17.6245, 3.1631, -13.0834)
H (18.1535, 0.6154, -14.0357)
H (17.9278, 1.4022, -15.6288)
H (14.6959, 2.1307, -13.0819)
H (16.2325, 1.9508, -12.3349)
H (14.1426, 0.1401, -11.8527)
H (15.9110, -0.4054, -11.9905)
H (13.6015, -0.3661, -14.0638)
H (14.6753, -1.6663, -13.5133)
H (15.4352, -0.4316, -15.6916)
H (16.5890, -0.9443, -14.3784)
H (15.6606, 3.1906, -15.2366)
H (14.2713, 1.9899, -15.2806)
H (15.5939, 1.8168, -16.4274)

Results
- max |F| (Eh/bohr) = 0.070
- LUMO (eV) = -3.838
- highest occupied orbital energy (eV) = -9.0
- total charge = +2

=====

(2)
C33H77N2O8P | ωB97M-V/def2-TZVPD

Positions of all 121 atoms, in Å:
C (2.1659, -4.4856, 3.0965)
C (1.8260, -4.7089, 1.6232)
C (2.7843, -3.9757, 0.6624)
C (2.1426, -3.4467, -0.6428)
N (2.1039, -1.9905, -0.8228)
C (1.1662, -1.2359, -0.0523)
C (-0.1638, -1.9567, 0.1266)
C (-1.3119, -1.0495, 0.5645)
C (-2.5883, -1.8024, 0.9474)
C (-2.4118, -3.0501, 1.8215)
C (-1.5315, -2.8847, 3.0629)
C (-1.8441, -1.6404, 3.9182)
C (-1.5810, -1.8931, 5.3998)
C (-0.1224, -2.1877, 5.6788)
O (0.2093, -1.7813, 6.9972)
C (1.4142, -2.3668, 7.4232)
O (0.8532, 0.0134, -0.6813)
C (1.9309, 0.6114, -1.2495)
O (3.0375, 0.6148, -0.7455)
N (1.6181, 1.1824, -2.4678)
C (2.5587, 2.2077, -2.9286)
C (2.5258, 3.4976, -2.1136)
P (1.7612, -0.7031, 1.6782)
O (1.3455, 0.6762, 2.0454)
H (3.2133, -4.7078, 3.2928)
H (1.9164, -3.4824, 3.4404)
H (1.5850, -5.1791, 3.7085)
H (0.7760, -4.5027, 1.4184)
H (1.9575, -5.7794, 1.4542)
H (3.5530, -4.6950, 0.3789)
H (3.3279, -3.1771, 1.1740)
H (2.7793, -3.8022, -1.4544)
H (1.1791, -3.9175, -0.8189)
H (3.0448, -1.6456, -0.6786)
H (-0.0529, -2.8177, 0.7779)
H (-0.4129, -2.3571, -0.8614)
H (-0.9984, -0.4052, 1.3864)
H (-1.5586, -0.3934, -0.2675)
H (-3.1545, -2.0909, 0.0600)
H (-3.2307, -1.1098, 1.4958)
H (-1.9896, -3.8459, 1.1991)
H (-3.3823, -3.4227, 2.1516)
H (-1.7099, -3.7558, 3.7001)
H (-0.4670, -2.9082, 2.8275)
H (-2.9035, -1.4106, 3.7844)
H (-1.2697, -0.7799, 3.5728)
H (-1.8780, -1.0120, 5.9693)
H (-2.2078, -2.7226, 5.7305)
H (0.0979, -3.2564, 5.5797)
H (0.5244, -1.6365, 4.9816)
H (1.3162, -3.4522, 7.5254)
H (1.6944, -1.9398, 8.3814)
H (2.2207, -2.1596, 6.7100)
H (0.6859, 1.5773, -2.4066)
H (3.5645, 1.8136, -3.0235)
H (2.2411, 2.4646, -3.9418)
H (1.5755, 4.0133, -2.2239)
H (2.7555, 3.2825, -1.0701)
H (3.3400, 4.1308, -2.4673)
H (1.2032, -1.5943, 2.6165)
H (3.1692, -0.8292, 1.6664)
C (4.9393, 3.6509, 5.4305)
C (5.8993, 3.5256, 4.2586)
O (6.1206, 2.1943, 3.8385)
C (4.9704, 1.5009, 3.3801)
C (4.2987, 2.1262, 2.1718)
H (5.2530, 3.0037, 6.2509)
H (4.9127, 4.6817, 5.7854)
H (3.9224, 3.3692, 5.1535)
H (6.8802, 3.9023, 4.5511)
H (5.5606, 4.1427, 3.4185)
H (4.2488, 1.3781, 4.1966)
H (5.3276, 0.5017, 3.1229)
H (3.8418, 3.0876, 2.4126)
H (3.5045, 1.4741, 1.8072)
H (5.0242, 2.2901, 1.3724)
C (-1.8331, 4.8097, -5.4707)
C (-1.5920, 5.1124, -4.0026)
O (-0.4147, 5.8612, -3.7558)
C (-0.3645, 7.1473, -4.3429)
C (-1.4613, 8.0837, -3.8639)
H (-0.9490, 4.3494, -5.9154)
H (-2.6799, 4.1315, -5.5735)
H (-2.0586, 5.7129, -6.0402)
H (-1.4653, 4.1729, -3.4626)
H (-2.4610, 5.6119, -3.5651)
H (-0.3727, 7.0718, -5.4363)
H (0.6078, 7.5531, -4.0627)
H (-2.4476, 7.7626, -4.2031)
H (-1.2906, 9.0894, -4.2486)
H (-1.4795, 8.1227, -2.7739)
C (-1.3127, -3.9025, -3.2745)
C (-0.0366, -4.6807, -3.5452)
O (0.1620, -5.7735, -2.6652)
C (-0.8298, -6.7836, -2.7021)
C (-0.9647, -7.4640, -4.0537)
H (-1.3575, -3.6232, -2.2216)
H (-1.3394, -2.9993, -3.8844)
H (-2.2087, -4.4828, -3.5014)
H (0.8235, -4.0278, -3.3901)
H (0.0019, -5.0109, -4.5891)
H (-1.7965, -6.3850, -2.3733)
H (-0.5213, -7.5157, -1.9555)
H (-1.3609, -6.7876, -4.8125)
H (-1.6450, -8.3126, -3.9797)
H (0.0062, -7.8208, -4.3994)
C (-7.1187, 2.9759, -3.4151)
C (-5.6477, 2.6841, -3.6596)
O (-4.8020, 3.8034, -3.4705)
C (-4.7952, 4.3583, -2.1668)
C (-4.3163, 3.3946, -1.0941)
H (-7.4375, 3.8410, -3.9978)
H (-7.7240, 2.1157, -3.7018)
H (-7.3220, 3.1884, -2.3644)
H (-5.5052, 2.3889, -4.6995)
H (-5.3143, 1.8417, -3.0429)
H (-5.7822, 4.7607, -1.9130)
H (-4.1137, 5.2069, -2.2145)
H (-5.0175, 2.5724, -0.9423)
H (-4.2066, 3.9154, -0.1428)
H (-3.3531, 2.9633, -1.3713)

Results
- SMILES = CCCCN[C@](CCCCCCCCOC)(OC(=O)NCC)[PH2]=O.CCOCC.CCOCC.CCOCC.CCOCC
- max |F| (Eh/bohr) = 0.029
- LUMO (eV) = 0.452
- highest occupied orbital energy (eV) = -8.9

=====

(3)
C33H77N3O22PS7 | ωB97M-V/def2-TZVPD

Positions of all 143 atoms, in Å:
C (-1.3523, 0.2266, -3.5267)
C (-2.7287, 0.9411, -3.4713)
C (-2.7565, 2.2469, -4.2990)
N (-2.7262, 3.4964, -3.4932)
P (-1.3164, 3.8187, -2.6462)
C (-1.3005, 5.6517, -2.3522)
N (-1.0394, 6.3707, -3.6027)
C (-1.4286, 2.9555, -1.0424)
C (-0.9130, 3.9340, 0.0458)
C (0.0144, 3.2898, 1.0840)
O (0.4280, 4.2489, -0.0395)
C (0.1719, 3.3069, -3.5256)
C (1.2267, 2.6400, -2.9351)
C (2.3631, 2.2522, -3.6254)
N (2.4932, 2.5028, -4.9262)
C (1.4728, 3.1222, -5.4986)
C (0.3192, 3.5603, -4.8981)
H (-0.7068, 0.6093, -2.7330)
H (-1.4371, -0.8499, -3.3727)
H (-0.9063, 0.4289, -4.5034)
H (-3.0761, 1.0884, -2.4472)
H (-3.4275, 0.2565, -3.9612)
H (-3.7131, 2.2609, -4.8289)
H (-1.9927, 2.2053, -5.0822)
H (-3.0297, 4.2987, -4.0354)
H (-2.3148, 5.8811, -2.0076)
H (-0.5433, 5.9139, -1.6137)
H (-0.1172, 6.0891, -3.9269)
H (-1.6925, 6.1066, -4.3335)
H (-0.7919, 2.0762, -0.9637)
H (-2.4595, 2.7724, -0.7336)
H (-1.6027, 4.6902, 0.4081)
H (0.3575, 3.9237, 1.8918)
H (0.6047, 2.5028, 0.6256)
H (1.1729, 2.4128, -1.8732)
H (3.1720, 1.7090, -3.1264)
H (1.5637, 3.3111, -6.5692)
H (-0.4585, 4.0729, -5.4529)
O (-3.7160, -4.5380, -3.1498)
S (-4.6195, -3.4867, -3.4935)
O (-4.8270, -2.3689, -2.6183)
O (-6.0227, -4.1094, -3.8826)
C (-6.6883, -4.9633, -2.9235)
C (-7.2830, -4.1824, -1.7682)
C (-4.1981, -2.8725, -5.0911)
H (-6.0004, -5.7340, -2.5724)
H (-7.4828, -5.4652, -3.4716)
H (-6.5055, -3.7169, -1.1627)
H (-7.8613, -4.8431, -1.1227)
H (-7.9309, -3.3852, -2.1364)
H (-4.0684, -3.7107, -5.7699)
H (-3.2654, -2.3205, -4.9890)
H (-4.9897, -2.2098, -5.4333)
O (4.3823, 0.2913, -1.1866)
S (4.3736, 0.3175, 0.2505)
O (4.1253, 1.5414, 0.9448)
O (5.6971, -0.3499, 0.7957)
C (6.9698, 0.1839, 0.3524)
C (7.2864, 1.5167, 0.9998)
C (3.2510, -0.9057, 0.8362)
H (6.9888, 0.2592, -0.7360)
H (7.7270, -0.5416, 0.6405)
H (6.5840, 2.2881, 0.6839)
H (8.2896, 1.8400, 0.7235)
H (7.2184, 1.4426, 2.0856)
H (3.4423, -1.8445, 0.3261)
H (2.2445, -0.5573, 0.6148)
H (3.3805, -1.0106, 1.9075)
O (-9.0231, 1.1892, -4.2398)
S (-8.8755, 0.3755, -3.0721)
O (-9.5049, -0.9040, -2.9817)
O (-9.2589, 1.2393, -1.7923)
C (-10.5637, 1.8578, -1.7576)
C (-11.6738, 0.8573, -1.5043)
C (-7.1638, 0.1832, -2.7113)
H (-10.7352, 2.4159, -2.6796)
H (-10.5306, 2.5803, -0.9440)
H (-11.7722, 0.1562, -2.3318)
H (-12.6273, 1.3714, -1.3839)
H (-11.4665, 0.2733, -0.6073)
H (-6.6809, 1.1566, -2.7483)
H (-6.7450, -0.4766, -3.4679)
H (-7.0596, -0.2693, -1.7287)
O (6.1944, 4.0837, 5.0073)
S (4.8563, 4.5585, 5.1711)
O (3.7470, 3.6548, 5.1317)
O (4.6007, 5.7405, 4.1330)
C (4.8345, 5.4711, 2.7372)
C (3.7594, 4.5923, 2.1315)
C (4.7506, 5.5209, 6.6412)
H (5.8244, 5.0318, 2.6013)
H (4.8424, 6.4398, 2.2402)
H (3.7761, 3.5963, 2.5700)
H (3.9045, 4.4829, 1.0566)
H (2.7694, 5.0146, 2.3170)
H (5.5733, 6.2303, 6.6600)
H (4.8232, 4.8335, 7.4812)
H (3.7911, 6.0312, 6.6581)
O (1.5498, -3.2883, 1.5992)
S (1.2075, -3.3769, 2.9896)
O (1.8400, -4.3214, 3.8517)
O (-0.3682, -3.5136, 3.1223)
C (-1.0200, -4.6030, 2.4276)
C (-0.7767, -5.9436, 3.0879)
C (1.3518, -1.7813, 3.7274)
H (-0.7098, -4.6146, 1.3811)
H (-2.0843, -4.3757, 2.4458)
H (0.2732, -6.2295, 3.0305)
H (-1.3635, -6.7205, 2.5989)
H (-1.0462, -5.9061, 4.1430)
H (0.8482, -1.0509, 3.0996)
H (2.4121, -1.5516, 3.8002)
H (0.9111, -1.8151, 4.7201)
O (10.5327, 0.5028, -3.1528)
S (10.5923, -0.4934, -2.1290)
O (10.2237, -0.1947, -0.7762)
O (12.0315, -1.1639, -2.1402)
C (13.1841, -0.3061, -1.9982)
C (13.3565, 0.2051, -0.5815)
C (9.6801, -1.9061, -2.6527)
H (13.1254, 0.5165, -2.7129)
H (14.0441, -0.9130, -2.2746)
H (12.5396, 0.8667, -0.2963)
H (14.2885, 0.7631, -0.4906)
H (13.3652, -0.6235, 0.1269)
H (9.9748, -2.1617, -3.6667)
H (8.6257, -1.6392, -2.6202)
H (9.8791, -2.7259, -1.9671)
O (-3.7616, -6.4785, 5.1510)
S (-4.0597, -6.3846, 6.5484)
O (-5.0533, -7.2197, 7.1431)
O (-4.3702, -4.8628, 6.9052)
C (-5.4114, -4.1944, 6.1676)
C (-6.7981, -4.6493, 6.5788)
C (-2.5693, -6.5343, 7.4740)
H (-5.2521, -4.3271, 5.0955)
H (-5.2967, -3.1331, 6.3825)
H (-6.9653, -5.6940, 6.3205)
H (-7.5588, -4.0522, 6.0749)
H (-6.9276, -4.5572, 7.6571)
H (-1.8165, -5.8785, 7.0446)
H (-2.2515, -7.5725, 7.4052)
H (-2.7729, -6.2739, 8.5093)

Results
- max |F| (Eh/bohr) = 0.078
- LUMO (eV) = -3.196
- highest occupied orbital energy (eV) = -12.1
- total charge = +1